[1]
Entry from the OMol25 dataset: C4H8O2 in the gas phase (ωB97M-V/def2-TZVPD).

Each line ends with the Mulliken charge.
Atoms and positions in Å:
C1 -2.1251 0.4886 -0.3011  -0.83
C2 -0.8418 -0.5016 0.2831  -0.61
C3 0.4585 0.1933 0.0294  0.67
O1 0.4638 1.3775 -0.2443  -0.64
C4 1.8111 -0.5154 0.1041  -0.47
O2 2.8373 0.4182 -0.0361  -0.54
H1 -2.8982 0.7672 0.4399  0.27
H2 -2.2555 -0.3703 -0.9021  0.26
H3 -1.8423 1.4368 -0.8017  0.29
H4 -0.7335 -1.5683 -0.0933  0.37
H5 -1.0146 -0.6583 1.3474  0.31
H6 1.8863 -1.0406 1.0688  0.28
H7 1.8729 -1.2894 -0.6806  0.25
H8 2.3811 1.2622 -0.2134  0.39

Values from the calculation:
Relative energy (zero: lowest compared OMol25 entry of this formula, charge and spin) ... 50.7 kcal/mol
Multiplicity ... 1
Highest occupied orbital energy ... -10.291 eV
LUMO ... 0.8 eV
SMILES ... CCC(=O)CO
Total energy ... -8371.082 eV
Gap between HOMO and LUMO ... 11.1 eV

[2]
Entry from the OMol25 dataset: C4H8O2 in the gas phase (ωB97M-V/def2-TZVPD).

Each line ends with the Mulliken charge.
Atoms and positions in Å:
C1 -1.6959 0.7579 0.0236  -0.69
O1 -1.3166 -0.5928 -0.0983  -0.37
C2 -0.2166 -1.0331 0.6504  -0.33
C3 1.1769 -0.8092 0.0632  0.70
C4 1.4305 0.4214 -0.7703  -1.14
O2 2.0555 -1.5991 0.3369  -0.56
H1 -1.3133 1.3737 -0.8030  0.23
H2 -2.7863 0.8051 -0.0036  0.24
H3 -1.3697 1.1961 0.9781  0.34
H4 -0.1971 -0.5810 1.6560  0.31
H5 -0.3262 -2.1110 0.7798  0.32
H6 2.4799 0.4644 -1.0618  0.34
H7 1.1874 1.3190 -0.1955  0.33
H8 0.7964 0.4313 -1.6603  0.28

Values from the calculation:
Relative energy (zero: lowest compared OMol25 entry of this formula, charge and spin) ... 33.9 kcal/mol
Multiplicity ... 1
Highest occupied orbital energy ... -9.469 eV
LUMO ... 0.8 eV
SMILES ... COCC(C)=O
Total energy ... -8371.811 eV
Gap between HOMO and LUMO ... 10.3 eV

[3]
Entry from the OMol25 dataset: 2 unconnected molecules or ions with the total composition C5H8Cl3N2O2S (ωB97M-V/def2-TZVPD).

Each line ends with the Mulliken charge.
Atoms and positions in Å:
C1 -2.0047 2.0387 -0.0817  -1.02
S1 -1.0675 0.4475 0.1226  1.24
O1 -1.5846 -0.3424 1.2445  -0.58
O2 -1.0558 -0.3378 -1.1221  -0.61
C2 0.6751 0.9564 0.5238  0.03
N1 0.9424 2.0921 1.2527  0.02
C3 2.3762 2.1319 1.3212  -0.23
C4 2.8683 0.9820 0.5663  -0.29
N2 1.7497 0.2309 0.0817  0.03
H1 -2.5847 2.3105 0.8410  0.35
H2 -1.2774 2.8795 -0.3185  0.36
H3 -2.6476 1.8759 -0.9933  0.39
H4 0.2609 2.7453 1.6412  0.28
H5 2.9760 2.9252 1.8287  0.38
H6 3.9381 0.7227 0.3873  0.37
H7 1.7163 -0.6346 -0.4647  0.27
C5 -1.0645 -4.0955 -1.3282  0.53
Cl1 -0.6573 -5.1294 0.0467  -0.11
Cl2 0.2028 -4.1723 -2.5617  -0.13
Cl3 -2.6258 -4.5563 -2.0122  -0.12
H8 -1.1358 -3.0704 -0.9753  -0.17

Values from the calculation:
Multiplicity ... 1
Highest occupied orbital energy ... -12.958 eV
LUMO ... -4.7 eV
Charge ... +1
Total energy ... -60783.349 eV
Gap between HOMO and LUMO ... 8.3 eV

[4]
Entry from the OMol25 dataset: C5H8O in the gas phase (ωB97M-V/def2-TZVPD).

Each line ends with the Mulliken charge.
Atoms and positions in Å:
C1 1.1927 1.4114 1.7221  -0.69
O1 0.8509 1.8541 0.4315  -0.30
C2 0.5600 0.7849 -0.4422  -0.29
C3 -0.6862 0.0517 -0.1535  -0.08
C4 -0.8979 -1.2137 -0.7738  -0.10
C5 -1.9709 -1.8962 -1.2306  -0.69
H1 2.1204 0.8141 1.7131  0.29
H2 1.3508 2.2962 2.3450  0.23
H3 0.3883 0.8029 2.1584  0.32
H4 0.4144 1.2521 -1.4318  0.26
H5 1.4563 0.1363 -0.5416  0.32
H6 -1.8499 -2.9679 -1.3779  0.24
H7 -2.9125 -1.4717 -1.5600  0.28
H8 -0.0164 -1.8542 -0.8586  0.21

Values from the calculation:
Relative energy (zero: lowest compared OMol25 entry of this formula, charge and spin) ... 117.7 kcal/mol
Multiplicity ... 1
Highest occupied orbital energy (spin up / spin down) ... -8.245 / -8.616 eV
LUMO (spin up / spin down) ... -0.7 / -0.9 eV
Total energy ... -7357.150 eV
Gap between HOMO and LUMO (spin up / spin down) ... 7.5 / 7.7 eV

[5]
Entry from the OMol25 dataset: 11 unconnected molecules or ions with the total composition H22O11 (ωB97M-V/def2-TZVPD).

Each line ends with the Mulliken charge.
Atoms and positions in Å:
O1 2.1907 0.5044 1.4953  -0.57
H1 2.8517 1.1844 1.4613  0.26
H2 2.6077 -0.3396 1.6383  0.27
O2 2.9567 -1.3736 -1.5897  -0.60
H3 3.2297 -1.6256 -2.4517  0.30
H4 2.2147 -1.9406 -1.3257  0.37
O3 0.4037 0.2894 -0.4447  -0.30
H5 1.1597 0.3854 0.1023  0.25
H6 -0.2173 0.7264 0.1293  0.13
O4 -3.6963 0.3574 1.5493  -0.65
H7 -3.6693 -0.6376 1.5763  0.33
H8 -2.9803 0.6884 1.0063  0.29
O5 1.3857 3.5804 1.7063  -0.60
H9 1.4957 4.5054 1.7773  0.28
H10 0.7157 3.3834 1.0443  0.31
O6 0.8157 0.7124 -3.4597  -0.65
H11 0.6747 0.6444 -2.4697  0.34
H12 -0.0633 0.4164 -3.7157  0.31
O7 -0.2693 -1.7376 1.8063  -0.77
H13 -1.0303 -1.6536 1.2633  0.31
H14 0.1467 -0.9266 1.4763  0.37
O8 -0.9123 -1.7446 -1.8157  -0.61
H15 -0.3463 -2.4766 -2.1727  0.30
H16 -0.3393 -1.1726 -1.3137  0.37
O9 -2.8343 1.1864 -1.1127  -0.59
H17 -3.3063 0.4274 -1.4257  0.31
H18 -3.0303 1.8524 -1.7967  0.27
O10 -0.9083 1.1964 1.9523  -0.54
H19 -0.3343 1.4324 2.6763  0.26
H20 -1.6943 0.9194 2.3633  0.31
O11 1.2187 -2.8516 -0.1727  -0.68
H21 1.0497 -2.4646 0.6723  0.33
H22 0.5137 -3.4476 -0.4297  0.29

Values from the calculation:
Relative energy (zero: lowest compared OMol25 entry of this formula, charge and spin) ... 35.6 kcal/mol
Multiplicity ... 1
Highest occupied orbital energy ... -10.338 eV
LUMO ... 0.2 eV
SMILES ... O.O.O.O.O.O.O.O.O.O.O
Total energy ... -22879.971 eV
Gap between HOMO and LUMO ... 10.5 eV

[6]
Entry from the OMol25 dataset: C6H7BrN2O2 in the gas phase (ωB97M-V/def2-TZVPD).

Each line ends with the Mulliken charge.
Atoms and positions in Å:
H1 -3.2513 0.5467 -0.7166  0.28
N1 -2.3979 0.1308 -0.2464  -0.61
C1 -1.3796 0.6569 0.2125  0.29
Br1 -1.0381 2.6532 -0.0172  -0.18
C2 -0.3871 0.0117 1.1199  0.02
C3 1.0367 0.6852 1.0045  -0.60
C4 1.6109 0.8749 -0.1392  -0.06
C5 1.0514 0.3679 -1.3240  -0.52
C6 0.2010 -0.6766 -1.4009  -0.17
N2 -0.1483 -1.6291 -0.4127  0.09
O1 -1.2896 -2.3203 -0.8385  -0.41
O2 -0.1424 -1.3298 0.9665  -0.27
H2 -0.7073 0.2328 2.0971  0.56
H3 1.2227 1.2096 1.9801  0.28
H4 2.5713 1.4892 -0.3829  0.24
H5 1.3497 0.9892 -2.2033  0.33
H6 0.0174 -1.1996 -2.3564  0.35
H7 -1.9705 -1.6034 -0.9309  0.37

Values from the calculation:
Relative energy (zero: lowest compared OMol25 entry of this formula, charge and spin) ... 123.2 kcal/mol
Multiplicity ... 1
Highest occupied orbital energy ... -8.216 eV
LUMO ... 0.5 eV
SMILES ... [H]/N=C(\Br)[C@@H]1C=CC=CN(O)O1
Total energy ... -83446.955 eV
Gap between HOMO and LUMO ... 8.7 eV

[7]
Entry from the OMol25 dataset: a molecular structure, FH2O3PS (ωB97M-V/def2-TZVPD).

Each line ends with the Mulliken charge.
Atoms and positions in Å:
O1 2.2781 0.1754 -0.7469  -0.50
O2 -0.1942 0.4718 -0.8969  -0.25
O3 0.9400 0.8072 1.2258  -0.51
F1 0.8308 -1.4017 0.3805  -0.27
P1 -1.5719 0.5718 0.1639  0.02
S1 1.0889 0.1992 -0.0320  1.27
H1 -2.2188 -0.2211 -1.0801  0.10
H2 -1.1528 -0.6026 0.9858  0.13

Values from the calculation:
Relative energy (zero: lowest compared OMol25 entry of this formula, charge and spin) ... 43.7 kcal/mol
Multiplicity ... 1
Highest occupied orbital energy ... -10.846 eV
LUMO ... -0.2 eV
Total energy ... -29014.783 eV
Gap between HOMO and LUMO ... 10.7 eV